Record 1
16
Properties=species:S:1:pos:R:3:mulliken_spin:R:1 method="wB97M-V/def2-TZVPD" e_above_lowest_ev=1.3399 charge=+1 homo_lumo_gap_ev="9.444 / 7.220" lumo_ev="-2.839 / -7.912" spin_multiplicity=3 homo_energy_ev="-12.28 / -15.13"
C 1.3393 0.9233 -0.2395 0.272
C -0.3228 -1.4512 0.9127 0.060
C -1.9563 -0.1136 -0.4554 0.022
N 0.0968 0.9456 0.4146 0.834
N 1.2563 -0.0364 -1.2194 0.047
N 0.2415 -0.6953 -1.1943 0.482
N 2.3295 1.7324 0.1531 0.321
N -0.6054 -0.2626 0.0064 -0.030
H -0.9405 -2.0973 0.4522 0.004
H 0.6896 -1.7816 0.7260 -0.006
H -0.4061 -1.2466 1.9522 0.004
H -2.2642 -1.1048 -0.9500 0.002
H -2.6986 0.1987 0.3042 0.002
H -1.9570 0.6720 -1.1810 -0.005
H 2.3333 2.3039 0.9613 -0.010
H 2.8647 2.0136 -0.6430 0.001

Record 2
135
Properties=species:S:1:pos:R:3:lowdin_charge:R:1 method="wB97M-V/def2-TZVPD" e_above_lowest_ev=0.0000 homo_lumo_gap_ev=8.196 lumo_ev=-0.319 spin_multiplicity=1 homo_energy_ev=-8.51
C -3.7332 -0.0674 3.9224 -0.082
C -2.3937 -0.2635 4.5674 -0.427
C -1.2668 -0.0776 3.5710 -0.215
O 0.0045 -0.4726 4.0804 -0.196
C 1.0804 -0.2025 3.1688 -0.077
N -2.3705 0.7691 5.6482 0.036
H -4.5276 -0.1105 4.6656 0.083
H -3.9550 -0.7815 3.1231 0.064
H -3.8080 0.9408 3.5029 0.085
H -2.3409 -1.2393 5.0540 0.130
H -1.1991 0.9387 3.1668 0.123
H -1.4429 -0.7791 2.7381 0.106
H 1.7971 -0.9538 3.5052 0.086
H 1.4721 0.7906 3.3834 0.097
H 0.8772 -0.4122 2.1175 0.071
H -2.2366 1.6847 5.2250 0.070
H -1.4927 0.6118 6.1453 0.070
C 4.6471 3.5776 0.8410 -0.053
C 5.7327 2.6683 0.2400 -0.421
C 6.0252 1.4345 1.0801 -0.211
O 6.3534 1.8902 2.3837 -0.189
C 6.6554 0.8279 3.2599 -0.117
N 5.2086 2.2937 -1.0890 0.036
H 4.2476 4.2881 0.1141 0.075
H 4.9391 4.1072 1.7428 0.072
H 3.7684 2.9239 0.9248 0.067
H 6.6458 3.2286 0.0196 0.136
H 6.8300 0.8375 0.6370 0.125
H 5.1004 0.8421 1.0893 0.112
H 6.9633 1.2460 4.2201 0.085
H 7.4328 0.1814 2.8468 0.086
H 5.7252 0.3006 3.5141 0.083
H 5.8838 1.7328 -1.5995 0.068
H 4.3941 1.7030 -0.9006 0.015
C -1.4237 8.0006 -3.2731 -0.084
C -1.2827 6.9199 -2.2098 -0.457
C -1.4937 7.5030 -0.8079 -0.221
O -1.4232 6.6008 0.2615 -0.173
C -0.2195 5.8647 0.4226 -0.101
N -2.2148 5.8259 -2.4777 0.056
H -0.7140 8.8206 -3.1527 0.077
H -2.4265 8.4443 -3.2799 0.076
H -1.2832 7.6138 -4.2832 0.077
H -0.2326 6.6419 -2.3556 0.130
H -2.4715 7.9879 -0.8470 0.127
H -0.7678 8.3191 -0.6855 0.124
H 0.6524 6.4450 0.7358 0.092
H 0.0289 5.1319 -0.3409 0.069
H -0.4308 5.3290 1.3517 0.088
H -3.1111 6.1846 -2.7830 0.070
H -2.3747 5.3037 -1.6217 0.041
C 0.0914 -1.3046 -2.2676 -0.027
C -0.3681 -1.1340 -0.8245 -0.404
C -0.7964 0.2679 -0.4566 -0.175
O 0.3586 1.0564 -0.1658 -0.228
C -0.0351 2.3578 0.2508 -0.080
N -1.4909 -2.0493 -0.5122 0.064
H 0.9312 -0.6441 -2.4780 0.057
H -0.7513 -1.0273 -2.9096 0.079
H 0.3620 -2.2936 -2.6378 0.076
H 0.4401 -1.3529 -0.1122 0.116
H -1.3330 0.1944 0.4975 0.116
H -1.4753 0.7110 -1.1903 0.119
H -0.6655 2.2840 1.1412 0.088
H -0.4796 2.8916 -0.5891 0.083
H 0.8444 2.9220 0.5685 0.090
H -1.6516 -2.0137 0.4942 0.050
H -1.0722 -2.9766 -0.5889 0.063
C 1.8266 0.3853 -4.7681 -0.062
C 3.2941 -0.0803 -4.6240 -0.402
C 3.6395 -1.0428 -3.5083 -0.205
O 3.0926 -2.3250 -3.7499 -0.182
C 3.0233 -3.1581 -2.6277 -0.129
N 3.7280 -0.6909 -5.8932 0.031
H 1.1456 -0.4519 -4.9223 0.072
H 1.7316 1.1739 -5.5109 0.078
H 1.5577 0.8385 -3.8063 0.047
H 3.8689 0.8318 -4.4469 0.138
H 3.4331 -0.6966 -2.4913 0.094
H 4.7390 -1.0854 -3.4723 0.130
H 4.0339 -3.3752 -2.2562 0.094
H 2.7093 -4.1479 -2.9701 0.088
H 2.3849 -2.8307 -1.8042 0.063
H 3.4092 -0.1265 -6.6744 0.063
H 3.1795 -1.5409 -6.0087 0.063
C -2.5303 -6.0585 3.3123 -0.054
C -3.2570 -4.7912 2.8946 -0.414
C -3.8088 -3.9674 4.0624 -0.210
O -4.5854 -4.6564 5.0021 -0.162
C -5.9690 -4.6740 4.7568 -0.114
N -2.3843 -3.9519 2.0486 0.053
H -2.1187 -6.5747 2.4438 0.075
H -3.2543 -6.7627 3.7302 0.082
H -1.7598 -5.8344 4.0531 0.089
H -4.0582 -5.1900 2.2630 0.134
H -4.3159 -3.0403 3.7665 0.115
H -2.9729 -3.4949 4.5961 0.119
H -6.5446 -3.7506 4.8700 0.088
H -6.3702 -5.3682 5.4967 0.089
H -6.2733 -5.0882 3.7897 0.087
H -1.7275 -3.4407 2.6397 0.070
H -1.7459 -4.5838 1.5683 0.037
O -2.7649 1.6824 -3.5941 -0.061
H -3.3068 1.7403 -4.3877 0.060
H -2.8265 0.7544 -3.3090 0.006
O -4.6965 -2.6321 0.1598 -0.080
H -4.4363 -1.7152 0.0132 0.013
H -3.9338 -3.0324 0.6059 -0.018
O -3.1868 3.0806 -1.2765 -0.082
H -3.0201 2.7376 -2.1826 -0.005
H -4.0320 2.6965 -1.0255 0.034
O -3.4622 -0.7452 -2.2622 -0.068
H -4.0508 -1.4740 -2.4722 0.043
H -2.6684 -1.1621 -1.8588 0.002
O 2.3112 3.1699 -2.5631 -0.059
H 2.2943 2.5595 -1.8137 0.000
H 1.4441 3.0803 -2.9763 0.030
O 1.3105 -3.3688 1.4484 -0.054
H 1.0149 -4.1708 0.9679 0.012
H 0.8195 -3.3846 2.2759 0.052
O -2.2622 -5.5637 -1.6112 -0.052
H -3.1760 -5.6449 -1.3145 0.061
H -2.2682 -4.8482 -2.2699 0.010
O -2.3177 -4.0325 -4.0020 -0.040
H -3.2347 -3.7520 -4.0727 0.052
H -1.9552 -3.9017 -4.8855 0.063
O 2.9624 0.4868 -0.6564 -0.102
H 2.0046 0.4606 -0.4586 0.015
H 3.3164 -0.3580 -0.2952 0.006
O -0.1590 -5.2782 0.2229 -0.085
H -0.8743 -5.6324 -0.3519 0.031
H 0.6178 -5.2877 -0.3539 0.062
O 3.5943 -1.7939 0.6401 -0.053
H 4.2548 -2.0399 1.2962 0.065
H 2.8296 -2.3647 0.8215 0.009

Record 3
2
Properties=species:S:1:pos:R:3:lowdin_charge:R:1 method="wB97M-V/def2-TZVPD" e_above_lowest_ev=1.5312 charge=+3 homo_lumo_gap_ev=6.768 lumo_ev=-21.268 spin_multiplicity=1 homo_energy_ev=-28.04
Zr 8.3601 6.1504 -17.4985 2.264
Br 10.7652 4.8831 -17.4641 0.736

Record 4
53
Properties=species:S:1:pos:R:3:lowdin_charge:R:1 method="wB97M-V/def2-TZVPD" e_above_lowest_ev=0.0000 charge=+1 homo_lumo_gap_ev=8.836 lumo_ev=-2.220 spin_multiplicity=1 homo_energy_ev=-11.06
O 0.3122 3.0678 -0.3328 0.092
C 0.3501 4.0797 -1.0048 -0.468
O -0.5143 5.0557 -0.9085 0.179
C 1.4191 4.3386 -2.0563 -0.086
O 2.3253 3.2727 -2.1551 -0.122
C 3.2720 3.1635 -1.1008 -0.152
C 3.4712 1.6767 -0.7961 -0.069
N 2.1549 1.0266 -0.5841 -0.110
C 1.7112 0.2432 -1.7595 -0.080
C 0.2858 -0.2517 -1.5318 -0.143
N 0.2658 -1.0859 -0.3506 -0.119
C -0.9664 -1.8698 -0.1906 -0.218
C -2.1613 -0.9830 0.0996 -0.201
C -2.9805 -0.5688 -0.9440 -0.038
C -4.0368 0.2960 -0.7147 -0.072
C -4.2853 0.7628 0.5644 -0.080
C -3.4778 0.3531 1.6122 -0.065
C -2.4226 -0.5120 1.3823 -0.054
C -0.7638 -2.9778 0.8216 -0.181
C -1.8499 -3.5466 1.4760 -0.023
C -1.6727 -4.5822 2.3750 -0.083
C -0.3969 -5.0653 2.6222 -0.671
Cl -0.1662 -6.3492 3.7523 0.693
C 0.6946 -4.5289 1.9566 -0.092
C 0.5041 -3.4957 1.0582 -0.037
C 0.6460 -0.3040 0.8070 -0.150
C 2.0821 0.1797 0.6247 -0.076
H -1.2094 4.8903 -0.2471 0.160
H 0.9307 4.4223 -3.0314 0.157
H 1.9118 5.2957 -1.8435 0.154
H 2.9174 3.6839 -0.2045 0.138
H 4.2260 3.6091 -1.4072 0.144
H 4.0905 1.5695 0.0949 0.141
H 3.9763 1.1937 -1.6335 0.143
H 1.4374 1.7918 -0.4721 0.118
H 1.7597 0.8837 -2.6408 0.138
H 2.3816 -0.6101 -1.8815 0.147
H -0.0198 -0.8455 -2.3945 0.141
H -0.3944 0.6147 -1.4493 0.131
H -1.1284 -2.3547 -1.1631 0.159
H -2.8014 -0.9381 -1.9442 0.115
H -4.6693 0.5994 -1.5353 0.107
H -5.1116 1.4330 0.7464 0.106
H -3.6735 0.7024 2.6148 0.108
H -1.8149 -0.8437 2.2114 0.119
H -2.8472 -3.1832 1.2804 0.123
H -2.5208 -5.0157 2.8801 0.110
H 1.6818 -4.9238 2.1366 0.107
H 1.3491 -3.0930 0.5217 0.110
H 0.5921 -0.9383 1.6921 0.134
H -0.0092 0.5714 0.9577 0.130
H 2.3929 0.7621 1.4930 0.144
H 2.7531 -0.6720 0.4962 0.145

Record 5
17
Properties=species:S:1:pos:R:3:mulliken_spin:R:1 method="wB97M-V/def2-TZVPD" homo_lumo_gap_ev="5.740 / 3.649" lumo_ev="-2.723 / -5.024" spin_multiplicity=5 homo_energy_ev="-8.46 / -8.67"
Os 0.0000 1.9283 -0.9873 2.696
O 0.0000 -4.0167 -0.9905 0.438
C 0.0000 -2.8009 -0.9896 0.087
C -1.2147 -1.9010 -0.9889 0.077
O -2.3569 -2.3247 -0.9892 0.254
C -0.6691 -0.5003 -0.9880 -0.022
C 0.6691 -0.5003 -0.9880 -0.022
O 1.3812 0.5237 -0.9873 -0.077
C 1.2147 -1.9010 -0.9889 0.077
O 2.3569 -2.3247 -0.9892 0.254
O -1.3812 0.5237 -0.9873 -0.077
C 0.0000 1.9283 2.3339 0.017
O 0.0000 1.9283 1.0094 0.206
H 0.0000 2.9089 2.8394 0.016
H 0.8493 1.4380 2.8394 0.015
H -0.8493 1.4380 2.8394 0.015
H 0.0000 3.6532 -0.9873 0.047

Record 6
19
Properties=species:S:1:pos:R:3:lowdin_charge:R:1 method="wB97M-V/def2-TZVPD" e_above_lowest_ev=2.3245 homo_lumo_gap_ev=9.816 lumo_ev=0.003 spin_multiplicity=1 homo_energy_ev=-9.81
C 1.7606 -1.5282 1.7626 -0.118
Si 1.8077 0.0255 0.6950 0.513
O 1.6271 0.2649 -0.7930 -0.285
O 2.3349 1.1026 1.7881 -0.104
H 1.5914 -2.3408 1.1460 0.002
H 2.4788 -1.6508 2.5034 0.016
H 0.7173 -1.5023 2.2131 0.057
H 2.0537 2.0277 1.8238 0.082
C -1.5474 -0.4468 -1.9236 -0.100
C -2.0901 0.3577 -0.8331 -0.108
C -2.0705 0.0935 0.4385 -0.365
F -2.6693 0.8074 1.3652 0.128
F -1.2972 -0.8653 1.0485 0.059
H -2.1395 -1.3534 -2.2124 0.095
H -1.5301 0.1649 -2.8559 0.081
H -0.3821 -0.5018 -1.9215 0.094
H -2.5809 1.2796 -0.9898 0.115
F 0.8598 2.4672 -1.7746 -0.130
H 1.0759 1.5984 -1.4803 -0.031

Record 7
78
Properties=species:S:1:pos:R:3:lowdin_charge:R:1 method="wB97M-V/def2-TZVPD" e_above_lowest_ev=0.0000 charge=+2 homo_lumo_gap_ev=8.149 lumo_ev=-5.692 spin_multiplicity=1 homo_energy_ev=-13.84
Be 0.4693 0.1711 -1.4819 -0.021
C -3.4518 -3.3205 -2.5199 -0.010
C -2.0142 -2.8823 -2.5538 -0.208
C -0.9875 -3.7285 -2.9734 0.039
C 0.3343 -3.3030 -2.9853 -0.038
C 0.5661 -2.0161 -2.5740 -0.653
Br 2.2806 -1.2319 -2.4311 1.018
N -0.3905 -1.1673 -2.1848 -0.031
C -1.6619 -1.6001 -2.1708 -0.029
H -3.5290 -4.3877 -2.3161 0.095
H -3.9312 -3.1335 -3.4843 0.103
H -4.0098 -2.7800 -1.7549 0.083
H -1.2210 -4.7403 -3.2886 0.142
H 1.1479 -3.9495 -3.2860 0.132
H -2.4097 -0.8873 -1.8426 0.138
C 1.4546 2.5835 1.8284 -0.066
C 1.0951 1.6645 2.9703 -0.309
C 1.2194 2.1263 4.2807 -0.031
C 0.9422 1.3066 5.3630 -0.046
C 0.5279 -0.0051 5.1610 -0.056
C 0.3893 -0.4827 3.8689 -0.109
C 0.6737 0.3479 2.7836 -0.328
Sb 0.3653 -0.5519 0.8911 1.653
C 1.5578 -2.3037 0.9769 -0.334
C 1.0403 -3.5652 0.6841 -0.135
C 1.8580 -4.6860 0.7033 -0.068
C 3.2007 -4.5440 1.0157 -0.049
C 3.7233 -3.2854 1.2811 -0.027
C 2.9234 -2.1460 1.2602 -0.311
C 3.5416 -0.7925 1.5224 -0.054
C -1.6760 -1.0870 1.1695 -0.315
C -2.0892 -2.3522 1.5811 -0.113
C -3.4384 -2.6319 1.7597 -0.063
C -4.3791 -1.6402 1.5291 -0.055
C -3.9678 -0.3708 1.1431 -0.035
C -2.6209 -0.0699 0.9627 -0.314
C -2.2158 1.3375 0.5851 -0.060
H 1.1331 3.6052 2.0341 0.093
H 0.9918 2.2653 0.8915 0.021
H 2.5383 2.6062 1.6833 0.087
H 1.5397 3.1490 4.4484 0.123
H 1.0464 1.6939 6.3699 0.118
H 0.3108 -0.6498 6.0035 0.117
H 0.0632 -1.5063 3.7092 0.104
H 0.0000 -3.6832 0.4216 0.079
H 1.4487 -5.6628 0.4771 0.113
H 3.8452 -5.4135 1.0527 0.118
H 4.7777 -3.1818 1.5105 0.122
H 4.6229 -0.8736 1.6246 0.091
H 3.1537 -0.3455 2.4408 0.078
H 3.3418 -0.0959 0.6979 0.059
H -1.3669 -3.1241 1.8040 0.086
H -3.7485 -3.6146 2.0921 0.116
H -5.4330 -1.8443 1.6729 0.117
H -4.7074 0.4094 1.0016 0.119
H -3.0846 1.9938 0.5517 0.093
H -1.7321 1.3747 -0.3971 0.032
H -1.5178 1.7591 1.3167 0.077
C 1.7056 4.9554 -2.1024 -0.004
N 1.5504 3.4950 -2.0081 -0.067
C 2.7598 2.7371 -1.6447 0.007
C 0.4175 2.8140 -2.2019 -0.377
O 0.4750 1.5403 -2.0391 -0.077
N -0.7574 3.3081 -2.6063 -0.076
C -1.7915 2.3805 -3.0859 -0.006
C -1.2104 4.7090 -2.6182 -0.008
H 2.7641 5.1770 -2.0360 0.096
H 1.2173 5.4687 -1.2786 0.095
H 1.3474 5.3373 -3.0542 0.103
H 3.6247 3.3187 -1.9469 0.103
H 2.7924 1.7931 -2.1763 0.064
H 2.8175 2.5554 -0.5706 0.077
H -1.3547 1.4577 -3.4491 0.088
H -2.3121 2.8608 -3.9114 0.108
H -2.5172 2.1627 -2.2989 0.091
H -0.6751 5.3244 -1.9137 0.072
H -2.2565 4.7120 -2.3202 0.104
H -1.1366 5.1364 -3.6179 0.110

Record 8
14
Properties=species:S:1:pos:R:3:lowdin_charge:R:1 method="wB97M-V/def2-TZVPD" e_above_lowest_ev=1.6716 homo_lumo_gap_ev=10.642 lumo_ev=0.404 spin_multiplicity=1 homo_energy_ev=-10.24
C 0.8710 0.0957 0.0376 -0.579
C -0.5974 -0.3685 -0.0294 -0.441
N 1.0541 0.5028 1.3946 0.128
N -0.9601 -0.7539 -1.2977 0.143
O 0.9547 1.1086 -0.9531 0.045
O -0.9232 -1.0908 0.9609 0.165
F 1.7431 -0.9063 -0.3426 0.075
F -1.3800 1.3726 0.1011 -0.319
H 1.1969 -0.2323 2.1511 0.139
H 1.7205 1.2706 1.4412 0.100
H -1.9985 -0.8333 -1.5238 0.147
H -0.3906 -0.3248 -2.1088 0.157
H 0.4180 1.7898 -0.5657 0.077
H -1.7086 -1.6300 0.7348 0.164